i | {
  "formula": "C4H8O3",
  "method": "the ωB97M-V functional and the def2-TZVPD basis",
  "lumo_energy_ev": 0.55,
  "orbital_gap_ev": 10.673,
  "smiles": "O=C(O)CCCO",
  "symbols": ["O", "C", "O", "C", "C", "C", "O", "H", "H", "H", "H", "H", "H", "H", "H"],
  "coordinates": [[2.85632, 0.05506, 0.37675], [1.88809, -0.50562, 0.67550], [1.71157, -1.64507, 1.35620], [0.38358, 0.05997, 0.82692], [-0.20709, 0.23756, -0.52723], [-1.63044, 0.80200, -0.51749], [-2.27119, 0.62774, -1.82089], [2.35639, -2.09734, 1.80284], [-0.23812, -0.59195, 1.46376], [0.76595, 1.09021, 1.13944], [-0.40349, -0.71240, -1.00595], [0.43401, 0.97210, -1.09722], [-1.70198, 1.84240, -0.47562], [-2.08863, 0.04861, 0.09893], [-1.85498, -0.18325, -2.29594]]
}

=====

ii | {
  "formula": "C4H8O3",
  "method": "the ωB97M-V functional and the def2-TZVPD basis",
  "lumo_energy_ev": 0.69,
  "orbital_gap_ev": 10.708,
  "smiles": "O=CCCC=O.O",
  "symbols": ["C", "C", "C", "O", "C", "O", "H", "H", "H", "H", "H", "H", "H", "H", "O"],
  "coordinates": [[-1.31078, 0.78419, 0.39563], [-0.02328, 0.03789, 0.03725], [-0.19018, -1.43260, -0.22675], [0.47663, -2.29446, 0.28669], [-1.41238, 2.11144, -0.35447], [-1.37149, 2.24382, -1.53936], [-1.36862, 0.97667, 1.47132], [-2.22948, 0.20131, 0.33392], [0.73241, 0.14207, 0.76085], [0.35365, 0.38187, -0.90067], [-0.89725, -1.69802, -1.02617], [-1.54379, 2.92114, 0.39079], [3.11546, -0.98920, 0.71042], [2.61881, -2.12508, -0.13020], [3.05030, -1.26106, -0.20924]]
}

=====

iii | {
  "formula": "C4H8O3",
  "method": "the ωB97M-V functional and the def2-TZVPD basis",
  "lumo_energy_ev": 0.84,
  "orbital_gap_ev": 11.128,
  "smiles": "COC(=O)CCO",
  "symbols": ["C", "O", "C", "O", "C", "C", "O", "H", "H", "H", "H", "H", "H", "H", "H"],
  "coordinates": [[1.61081, -2.13978, -0.24356], [0.37139, -1.56210, 0.17555], [0.22360, -0.25568, -0.05554], [1.02786, 0.39973, -0.68783], [-1.02298, 0.30936, 0.58298], [-1.40578, 1.62677, -0.08948], [-0.45797, 2.61593, 0.22879], [2.44712, -1.63301, 0.24520], [1.55616, -3.18293, 0.07059], [1.73872, -2.06317, -1.32689], [-1.81689, -0.44376, 0.59942], [-0.77013, 0.53817, 1.62682], [-1.47566, 1.48653, -1.17941], [-2.37810, 1.97833, 0.26775], [0.35186, 2.32560, -0.21442]]
}

=====

Result of the stability comparison: i is the least stable of them.

=====

i | {
  "formula": "C4H8O3",
  "method": "the ωB97M-V functional and the def2-TZVPD basis",
  "lumo_energy_ev": 0.69,
  "orbital_gap_ev": 10.889,
  "smiles": "O=C(CO)CCO",
  "symbols": ["O", "C", "C", "C", "O", "C", "O", "H", "H", "H", "H", "H", "H", "H", "H"],
  "coordinates": [[1.72187, 0.60316, -0.90405], [1.17448, 1.19534, 0.25858], [0.51345, 0.08340, 1.06337], [-0.65536, -0.50064, 0.29493], [-1.65714, 0.15166, 0.07613], [-0.58567, -1.91192, -0.27785], [-1.79159, -2.24997, -0.88426], [2.02416, 1.30717, -1.48996], [0.41751, 1.95166, 0.00729], [1.95342, 1.67430, 0.87038], [0.12920, 0.50361, 2.00009], [1.25612, -0.68527, 1.30161], [0.15417, -1.91967, -1.07697], [-0.29239, -2.62074, 0.52442], [-2.29594, -1.42153, -0.86873]]
}

=====

ii | {
  "formula": "C4H8O3",
  "method": "the ωB97M-V functional and the def2-TZVPD basis",
  "lumo_energy_ev": 0.86,
  "orbital_gap_ev": 11.342,
  "smiles": "COC(=O)CCO",
  "symbols": ["C", "O", "C", "O", "C", "C", "O", "H", "H", "H", "H", "H", "H", "H", "H"],
  "coordinates": [[1.07695, 1.44401, -2.20999], [1.10915, 0.86816, -0.91267], [0.17815, -0.06458, -0.63768], [-0.41781, -0.70209, -1.47213], [-0.04440, -0.06142, 0.84774], [-0.84714, -1.21131, 1.40831], [-1.02474, -0.90393, 2.77960], [0.04579, 1.69533, -2.47314], [1.67884, 2.34871, -2.12334], [1.49387, 0.77739, -2.96636], [0.92024, 0.02564, 1.35433], [-0.57899, 0.87489, 1.05389], [-1.80603, -1.29533, 0.87787], [-0.30277, -2.15668, 1.27092], [-1.48111, -1.63877, 3.20265]]
}

=====

Result of the stability comparison: i is the least stable of them.

=====

i | {
  "formula": "C4H13NO2",
  "method": "the ωB97M-V functional and the def2-TZVPD basis",
  "lumo_energy_ev": 0.77,
  "orbital_gap_ev": 9.876,
  "smiles": "C/C=C/CN.O.O",
  "symbols": ["N", "C", "C", "C", "C", "H", "H", "H", "H", "H", "H", "H", "H", "H", "H", "H", "O", "H", "H", "O"],
  "coordinates": [[-0.95414, -0.51670, 2.04100], [-1.39791, -0.69216, 0.57970], [0.28226, 2.46121, -0.98162], [-0.11584, 1.39206, -0.02825], [-0.97405, 0.45150, -0.29027], [-1.36681, 0.36003, 2.43789], [-1.25277, -1.30157, 2.67417], [-2.48298, -0.78975, 0.46638], [-0.78355, -1.57063, 0.22258], [-0.73205, 2.88007, -1.46351], [0.82696, 3.35977, -0.55422], [0.91577, 1.99856, -1.84285], [0.23182, 1.52427, 0.99929], [-1.51945, 0.43997, -1.30980], [0.75334, -1.98419, -2.72722], [1.20786, -1.39728, -1.56655], [0.46846, -1.97878, -1.81582], [2.03452, -0.93978, 1.44436], [2.20825, -2.30161, 0.89585], [2.65031, -1.39500, 0.81888]]
}

=====

ii | {
  "formula": "C4H13NO2",
  "method": "the ωB97M-V functional and the def2-TZVPD basis",
  "lumo_energy_ev": 0.83,
  "orbital_gap_ev": 10.115,
  "smiles": "C[C@H](N)[C@@H](C)O.O",
  "symbols": ["C", "C", "C", "C", "O", "N", "H", "H", "H", "H", "H", "H", "H", "H", "H", "H", "H", "H", "H", "O"],
  "coordinates": [[-0.69832, -0.99670, 1.34864], [-0.48283, -0.80658, -0.19372], [-0.50982, 0.64436, -0.57894], [-1.88193, 1.28466, -0.52676], [0.48253, 1.36887, 0.17867], [0.75801, -1.40241, -0.71412], [0.23055, -0.71590, 1.85193], [-1.58121, -0.46898, 1.70622], [-0.88759, -2.06424, 1.62039], [-1.34543, -1.43841, -0.53439], [-0.27543, 0.80771, -1.66847], [-1.94039, 2.23516, -1.08353], [-2.52886, 0.52250, -0.95680], [-2.26135, 1.69271, 0.44662], [1.31924, 0.94185, -0.11017], [0.70095, -1.83223, -1.62154], [0.95748, -2.02653, 0.06273], [3.17288, 0.15303, 0.76145], [3.55554, 1.49389, 0.09449], [3.21598, 0.60723, -0.08271]]
}

=====

iii | {
  "formula": "C4H13NO2",
  "method": "the ωB97M-V functional and the def2-TZVPD basis",
  "lumo_energy_ev": 0.56,
  "orbital_gap_ev": 10.210,
  "smiles": "C[C@H](O)CCN.O",
  "symbols": ["C", "C", "C", "O", "C", "N", "H", "H", "H", "H", "H", "H", "H", "H", "H", "H", "H", "H", "H", "O"],
  "coordinates": [[1.06675, 0.49607, 0.78276], [1.13228, -1.06633, 0.50767], [2.55881, -1.58057, 0.59997], [0.64111, -1.40729, -0.75391], [0.69001, 1.38402, -0.44975], [-0.68439, 1.09574, -0.85972], [0.26293, 0.65736, 1.50147], [2.01275, 0.89709, 1.14231], [0.54842, -1.53701, 1.31044], [3.20686, -0.77471, 0.24967], [2.65472, -2.52250, 0.07703], [2.80688, -1.73236, 1.65337], [-0.09152, -0.81006, -0.97519], [0.87723, 2.42934, -0.18990], [1.40539, 1.14619, -1.23696], [-0.96610, 1.55909, -1.70775], [-1.29386, 1.40243, -0.10602], [-6.20129, -0.01842, -0.01502], [-4.84337, 0.10068, -0.70973], [-5.78362, 0.28125, -0.82077]]
}

=====

Result of the stability comparison: i is the least stable of them.

=====

i | {
  "formula": "C4H13NO2",
  "method": "the ωB97M-V functional and the def2-TZVPD basis",
  "lumo_energy_ev": -3.92,
  "orbital_gap_ev": 3.955,
  "symbols": ["C", "C", "C", "C", "N", "H", "H", "H", "H", "H", "H", "H", "H", "H", "H", "H", "O", "H", "H", "O"],
  "coordinates": [[-0.40166, -1.14059, -0.36090], [0.13630, 0.22354, 0.14908], [1.60082, 0.40800, 0.03957], [2.06327, 1.53784, -0.88132], [2.52162, 0.79965, -2.22651], [0.22403, -1.94911, 0.19525], [-1.46810, -1.14067, -0.02489], [-0.38515, -1.33671, -1.44795], [-0.32545, 0.36849, 1.13231], [-0.41408, 0.93683, -0.55466], [2.19352, 0.41951, 0.95569], [1.24354, 2.17014, -1.33361], [2.25452, -0.12346, -1.79085], [2.76000, 2.21367, -0.51199], [3.53686, 0.77476, -2.46081], [-2.88505, -1.99318, 2.66862], [-2.23978, -1.74987, 2.03847], [-3.32770, 0.82438, 1.05310], [-2.44340, -0.78797, 1.49988], [-2.63612, 0.23150, 0.77739]]
}

=====

ii | {
  "formula": "C4H13NO2",
  "method": "the ωB97M-V functional and the def2-TZVPD basis",
  "lumo_energy_ev": 0.75,
  "orbital_gap_ev": 10.177,
  "smiles": "CCCNCO.O",
  "symbols": ["C", "N", "C", "O", "C", "C", "H", "H", "H", "H", "H", "H", "H", "H", "H", "H", "H", "H", "H", "O"],
  "coordinates": [[-0.67424, 0.40673, -0.16481], [0.69091, -0.12927, -0.42684], [1.73273, 0.66012, 0.23339], [2.94534, 0.24188, -0.38623], [-1.11797, 0.49566, 1.31259], [-2.59543, 0.73140, 1.44875], [-1.32748, -0.32576, -0.62006], [-0.66214, 1.40121, -0.61460], [0.84445, -1.07062, -0.09150], [1.68488, 1.74860, 0.03824], [1.92397, 0.40331, 1.28884], [2.86814, -0.12594, -1.26446], [-0.90195, -0.35974, 1.97851], [-0.64740, 1.33336, 1.84995], [-3.29174, -0.10633, 1.32876], [-2.93970, 1.57423, 0.85419], [-2.79627, 0.94174, 2.51582], [1.07539, -3.22048, -3.40193], [1.47672, -2.09936, -2.51116], [1.71178, -2.50075, -3.36746]]
}

=====

Result of the stability comparison: i is the least stable of them.

=====

i | {
  "formula": "C3H3N3O2",
  "method": "the ωB97M-V functional and the def2-TZVPD basis",
  "lumo_energy_ev": -0.65,
  "orbital_gap_ev": 10.064,
  "symbols": ["C", "C", "C", "H", "H", "H", "N", "N", "N", "O", "O"],
  "coordinates": [[-1.01634, 1.15706, 0.04205], [1.88155, -0.61357, -0.41727], [1.17742, -1.74807, 0.04590], [-1.87123, -0.35963, 1.38520], [-2.75474, 1.11945, 1.63317], [3.01845, -0.56678, -0.57225], [-2.06978, 0.50704, 0.70494], [1.14427, 0.46072, -0.59615], [0.61413, -2.79430, 0.24363], [-0.98355, 2.33305, -0.21679], [-0.07502, 0.14448, -0.15036]]
}

=====

ii | {
  "formula": "C3H3N3O2",
  "method": "the ωB97M-V functional and the def2-TZVPD basis",
  "lumo_energy_ev": -0.87,
  "orbital_gap_ev": 9.632,
  "smiles": "N#CC(=O)N/C=N\\O",
  "symbols": ["C", "C", "C", "H", "H", "H", "N", "N", "N", "O", "O"],
  "coordinates": [[-0.11257, -1.41259, 0.12884], [-0.67038, 0.85194, 0.41697], [-0.05001, 2.18542, 0.57529], [1.84642, -2.59539, -2.00588], [-0.60868, -1.86910, 1.19956], [0.53926, 0.26525, -1.20758], [0.46606, -2.41850, -0.45998], [-0.01853, -0.04830, -0.30313], [0.63413, 3.18712, 0.96156], [1.05412, -1.74985, -1.85996], [-1.59797, 0.42590, 1.09724]]
}

=====

iii | {
  "formula": "C3H3N3O2",
  "method": "the ωB97M-V functional and the def2-TZVPD basis",
  "lumo_energy_ev": -0.97,
  "orbital_gap_ev": 9.252,
  "smiles": "O=C1C=N/C(=N\\O)N1",
  "symbols": ["C", "C", "C", "H", "H", "H", "N", "N", "N", "O", "O"],
  "coordinates": [[0.29966, -0.28422, -0.53588], [-1.01791, 1.28775, 0.33910], [-0.91299, 0.02203, 1.17390], [1.25957, -2.41694, -0.31932], [0.42592, 1.34301, -1.47133], [-1.00216, 0.24325, 2.34312], [1.09794, -0.77306, -1.31448], [-0.47177, 0.88931, -0.81329], [-0.18808, -0.84711, 0.72501], [1.80045, -1.92145, -1.02892], [-1.29062, 2.45741, 0.90209]]
}

=====

Result of the stability comparison: ii is the least stable of them.

=====

i | {
  "formula": "C5H10O2",
  "method": "the ωB97M-V functional and the def2-TZVPD basis",
  "lumo_energy_ev": 0.94,
  "orbital_gap_ev": 9.259,
  "symbols": ["C", "C", "C", "O", "C", "C", "O", "H", "H", "H", "H", "H", "H", "H", "H", "H", "H"],
  "coordinates": [[0.73831, 0.80923, 1.32375], [-0.09739, -0.35843, 0.82401], [-1.33082, 0.01707, -0.04922], [-1.57101, 1.41295, -0.09858], [-0.64386, -0.66503, -1.22022], [0.39711, -1.17629, -0.36826], [1.72883, -0.37875, -1.21511], [1.68364, 0.46916, 1.76362], [0.18428, 1.36347, 2.08666], [0.94018, 1.52212, 0.51844], [-0.35245, -1.02036, 1.66057], [-2.24114, -0.49365, 0.30224], [-2.00926, 1.59503, -0.93823], [-1.13207, -1.21438, -2.02377], [0.69697, -0.00557, -1.60809], [0.84318, -2.16662, -0.29939], [2.16550, 0.29004, -0.65841]]
}

=====

ii | {
  "formula": "C5H10O2",
  "method": "the ωB97M-V functional and the def2-TZVPD basis",
  "lumo_energy_ev": 0.21,
  "orbital_gap_ev": 8.623,
  "symbols": ["C", "C", "C", "C", "O", "C", "O", "H", "H", "H", "H", "H", "H", "H", "H", "H", "H"],
  "coordinates": [[1.00435, 0.98428, 1.46685], [-0.23613, 0.85753, -0.79122], [-0.96125, -0.38761, -1.15644], [-1.58120, -1.08247, 0.07523], [-0.64054, -1.84510, 0.79476], [1.23659, 0.74957, -0.97869], [1.29947, 0.14481, 0.33436], [-0.05707, 0.95124, 1.73208], [1.60589, 0.57234, 2.27817], [1.27131, 2.02457, 1.25910], [-0.39631, -1.14292, -1.72947], [-1.79832, -0.03100, -1.77563], [-2.35075, -1.78070, -0.26790], [-2.06771, -0.32557, 0.71235], [0.21004, -1.38273, 0.74867], [1.81570, 1.67980, -1.01377], [1.64592, 0.01397, -1.68844]]
}

=====

iii | {
  "formula": "C5H10O2",
  "method": "the ωB97M-V functional and the def2-TZVPD basis",
  "lumo_energy_ev": 1.06,
  "orbital_gap_ev": 9.956,
  "symbols": ["C", "C", "O", "C", "C", "C", "O", "H", "H", "H", "H", "H", "H", "H", "H", "H", "H"],
  "coordinates": [[2.11614, 0.33446, 0.67629], [1.95767, -0.22216, -0.70849], [1.21335, -1.13027, -1.00198], [-1.25940, 0.93242, 1.15310], [-1.92028, 0.59120, 0.04637], [-1.69299, -0.83863, 0.46370], [-0.99034, -0.32789, 1.64888], [3.14431, 0.16818, 1.02112], [1.95834, 1.41980, 0.65398], [1.40004, -0.13782, 1.35281], [2.58677, 0.25249, -1.49163], [-0.50342, -0.70003, -2.50658], [-0.92641, 1.81738, 1.68590], [-2.40584, 1.09268, -0.77631], [-1.09959, -0.40650, -2.84307], [-1.00697, -1.43216, -0.14440], [-2.57137, -1.41315, 0.77031]]
}

=====

Result of the stability comparison: ii is the least stable of them.